# 1
10
Properties=species:S:1:pos:R:3 method="wB97M-V/def2-TZVPD" spin_multiplicity=1 homo_energy_ev=-3.67 smiles="C=[S@@](=O)([O-])ON" charge=-1
S 0.87342 -0.34546 0.01377
O 2.20246 -0.21402 -0.54133
O -0.16176 1.22321 -0.73305
O 0.74773 0.06042 1.40016
N -1.02142 1.77548 0.25490
C 0.17235 -1.84829 -0.40046
H -0.37691 1.75969 1.12622
H -1.93457 1.23033 0.47953
H -0.84006 -2.02874 -0.15648
H 0.33875 -1.61262 -1.44327

***

# 2
20
Properties=species:S:1:pos:R:3 method="wB97M-V/def2-TZVPD" spin_multiplicity=1 homo_energy_ev=-9.02 smiles=C[C@]12COCC[C@@H]1C2 charge=0
O -0.64097 1.00971 -1.41548
C 0.40581 1.55898 -0.30837
C 1.18246 -0.46810 1.52339
C -0.39153 -0.36853 -1.76902
C -0.11873 -1.50458 -0.60487
C 0.25215 0.44533 0.67299
C 0.84324 -0.77334 0.14818
C -1.20859 0.64286 1.21546
H 2.13460 -0.10824 1.70333
H 0.50288 -1.16010 2.27158
H 1.48450 1.49182 -0.79900
H 1.61820 -0.59726 -0.47478
H -1.72933 -0.15142 1.71841
H -1.77118 0.92466 0.24349
H 0.05953 2.55383 -0.05079
H 0.16972 -2.41929 -1.23732
H 0.57629 -0.29687 -2.21399
H -0.98968 -1.69697 -0.01466
H -1.19996 -0.61417 -2.43454
H -1.17942 1.53168 1.82599

***

# 3
46
Properties=species:S:1:pos:R:3 method="wB97M-V/def2-TZVPD" spin_multiplicity=1 homo_energy_ev=-5.41 charge=-1
Te -0.30003 -3.79095 -0.14980
Ti 2.19364 -0.77012 1.49862
Cl 1.95252 -2.66101 3.28930
Cl 6.42703 -1.76982 2.33531
Cl 2.73659 -2.10920 -0.32333
Cl 2.60290 3.09073 3.46987
Cl 5.61022 3.17566 4.41957
Cl 7.49558 0.77278 3.84602
C 0.71619 -1.38890 2.86406
C -1.16334 4.74560 -1.09607
C -0.99325 -1.82549 -0.63856
C -2.85500 -0.96789 -2.10825
C 4.05796 -0.42926 2.22795
C -0.13896 2.56059 -0.95356
C -1.53818 4.49799 -2.41041
C -0.52000 2.32228 -2.27753
C 4.99533 1.79814 3.57383
C 5.85122 0.70148 3.31530
C 3.23527 0.63095 2.48914
C -1.21227 3.28285 -2.99764
C -4.17407 -3.39393 -1.95521
C -4.05844 -1.14100 -2.77385
C -2.36206 -4.33626 -0.45771
C -2.96624 -3.22810 -1.28350
C 0.56492 1.56517 -0.20284
C 5.37736 -0.41441 2.64419
C -0.47085 3.78874 -0.37254
C 1.15258 0.71128 0.43534
C -4.72019 -2.35962 -2.69966
C 3.67618 1.76014 3.15465
C -2.29747 -2.00526 -1.36561
H -2.87357 -4.43025 0.50084
H -2.33517 -0.01772 -2.16490
H -0.25861 1.37495 -2.73212
H -0.17839 -1.91151 2.53605
H -1.49828 3.08130 -4.02264
H -0.23983 -1.31841 -1.23648
H -5.65619 -2.50528 -3.22461
H -4.68657 -4.34774 -1.89661
H -4.47542 -0.32771 -3.35462
H -1.41103 5.69219 -0.63167
H 0.53897 -0.78674 3.75033
H -0.17291 3.97612 0.65070
H -2.07966 5.24779 -2.97347
H -1.12642 -1.24646 0.27505
H -2.42209 -5.29372 -0.97291

***

| no. | F_max (hartree/bohr) | frontier orbital gap (eV) | electronic energy (eV) |
| --- | --- | --- | --- |
| 1 | 0.0559 | 7.842 | -19566.9390 |
| 2 | 0.0924 | 10.024 | -9496.6682 |
| 3 | 0.0105 | 7.615 | -129638.6054 |